15
Properties=species:S:1:pos:R:3:forces:R:3 method="wB97M-V/def2-TZVPD" charge=+1 gap_ev=9.3219 homo_ev=-14.73 total_energy_ha=-287.6893 lumo_energy_ha=-0.199
H -0.2749 -2.0616 -1.0633 -0.5 -1.2 0.7
C -0.3253 2.4821 -1.2334 0.6 1.3 -0.2
C 0.1696 -1.1039 -1.0515 1.8 -0.7 0.4
C -0.7995 1.3247 -1.0662 -2.4 -2.9 0.4
H 0.6182 -1.1126 -2.0503 -0.4 1.3 0.1
H 0.8581 0.7638 2.6701 -0.2 -0.9 -1.0
C 0.0753 0.5488 1.9049 -0.8 0.5 0.6
H 2.1450 -0.2158 -0.1296 -1.5 -1.6 0.5
H 1.3066 -1.6865 0.9264 0.7 1.1 -1.9
C -0.7196 -0.0751 -0.3771 -3.0 1.6 0.0
N 0.1712 0.0105 0.7649 2.1 0.4 0.7
H -1.7688 1.5860 -1.6993 1.4 -0.2 0.7
H -0.9338 0.8453 2.1718 0.0 0.6 0.0
C 1.2039 -0.8567 0.1241 0.9 -0.1 1.0
H -1.7262 -0.4489 0.1085 1.5 0.8 -1.8

***

16
Properties=species:S:1:pos:R:3:forces:R:3 method="wB97M-V/def2-TZVPD" charge=+1 gap_ev=9.5807 homo_ev=-14.11 total_energy_ha=-342.2195 lumo_energy_ha=-0.166
N -1.4930 1.6229 -0.4552 -0.1 0.3 -0.1
C 0.1546 -1.0773 -0.6360 1.4 1.4 0.1
N 0.2056 -0.6383 0.6414 0.1 -3.5 -4.5
C 1.3773 -0.6889 -1.2528 -0.9 -0.9 1.1
O 1.4069 -0.1480 0.8931 0.8 0.8 1.0
C -0.8610 -0.6073 1.5483 -1.5 0.5 0.0
H 1.6483 -0.8473 -2.2669 0.3 -0.1 -0.5
H -0.6034 1.8623 -0.0244 0.0 0.2 -0.3
H -1.7089 -1.2479 1.0902 1.3 1.7 1.0
H 3.2139 0.1802 -0.2836 -2.4 -0.7 0.7
H -0.6258 -1.5750 -1.2122 -0.3 0.2 1.1
H -1.3124 1.2673 -1.3908 0.1 0.2 0.1
H -1.9830 2.5130 -0.5821 0.1 -0.4 0.1
C 2.1162 -0.2006 -0.2348 2.5 1.1 -1.0
H -0.6075 -0.8830 2.5295 0.6 -1.2 1.1
H -0.9279 0.4679 1.6364 -1.9 0.3 0.1

***

Taking the records one at a time from the top gives ΔE to the lowest compared entry with this formula, charge and spin values of 167.5 86.5 kcal per mole.